Below is C30H45FGeN3O2SeV as an isolated structure in a non-equilibrium geometry, with properties calculated with ωB97M-V/def2-TZVPD.

Properties
HOMO energy (alpha / beta): -10.1 / -10.1 eV
Largest force on an atom: 2.385 eV Å⁻¹
Spin multiplicity: 4
Kohn-Sham gap (alpha / beta): 0.29106 / 0.28564 Eh
E_tot: -7006.9396 Ha
Charge: +1
LUMO energy (alpha / beta): -2.135 / -2.318 eV

Structure (XYZ):
```
84
C30H45FGeN3O2SeV, DFT ωB97M-V/def2-TZVPD
V -0.884 0.038 -0.274
C 0.700 3.245 -3.605
C 1.113 1.805 -3.245
C 1.505 1.048 -4.478
C 2.135 1.765 -2.148
C 3.493 1.818 -2.453
C 4.474 1.813 -1.466
C 4.050 1.689 -0.156
C 2.670 1.671 0.191
C 2.427 1.444 1.664
C 1.480 0.320 2.037
C 2.095 2.697 2.439
C 1.672 1.696 -0.805
N 0.276 1.668 -0.500
C -0.353 2.825 -0.069
C 0.246 4.105 -0.027
C -0.418 5.185 0.494
C -1.672 5.109 1.067
C -2.334 3.869 1.015
C -1.659 2.816 0.456
F -2.358 1.569 0.435
H 0.019 3.250 -4.432
H 1.565 3.809 -3.923
H 0.211 3.826 -2.802
H 0.219 1.317 -2.820
H 2.291 1.630 -4.990
H 0.628 0.941 -5.118
H 1.916 0.072 -4.312
H 3.839 1.811 -3.494
H 5.511 1.910 -1.793
H 4.810 1.734 0.598
H 3.406 1.184 2.024
H 0.448 0.663 2.045
H 1.666 0.011 3.053
H 1.567 -0.602 1.434
H 1.113 3.157 2.202
H 2.852 3.420 2.151
H 2.170 2.557 3.527
H 1.287 4.196 -0.359
H 0.143 6.093 0.486
H -2.192 5.983 1.388
H -3.346 3.715 1.282
C 1.719 -2.650 -3.412
C 0.372 -2.385 -3.589
C -0.298 -1.632 -2.651
N 0.337 -1.174 -1.573
C 1.662 -1.417 -1.385
C 2.351 -2.145 -2.314
H 2.330 -3.214 -4.134
H -0.132 -2.825 -4.418
H -1.341 -1.341 -2.758
H 2.095 -1.025 -0.507
H 3.443 -2.325 -2.188
C -1.622 -4.697 1.916
Ge -0.222 -3.599 2.748
C 0.410 -4.654 4.268
C 1.284 -3.341 1.522
C -0.925 -1.868 3.279
Se -2.037 -1.045 1.977
C -2.528 0.589 2.947
H -1.359 -5.758 1.901
H -1.823 -4.421 0.851
H -2.556 -4.561 2.438
H 0.992 -5.493 3.863
H -0.398 -5.121 4.819
H 1.062 -4.066 4.897
H 1.794 -4.282 1.325
H 1.997 -2.607 1.855
H 0.858 -2.966 0.595
H -0.153 -1.201 3.525
H -1.552 -2.016 4.160
H -2.552 0.342 3.990
H -3.506 0.918 2.633
H -1.783 1.326 2.769
N -5.719 -1.234 -0.385
C -4.948 -2.417 -0.631
C -3.479 -2.105 -0.801
O -2.656 -2.972 -0.845
O -3.149 -0.791 -0.886
H -5.853 -1.077 0.632
H -6.596 -1.225 -0.834
H -4.010 -0.289 -0.977
H -5.311 -2.970 -1.525
H -4.981 -3.142 0.190
```

Atomic partial charges in e from the Mulliken method, atoms 1 to 4: 1.157 -1.559 1.581 -1.984